13
Properties=species:S:1:pos:R:3:nbo_charge:R:1 method="wB97M-V/def2-TZVPD" energy_ha=-1256.1204 charge=0 de_lowest_ev=2.170 gap_ev=8.27 lumo_energy_ev=-0.32
C 2.511 0.328 1.587 -0.6983
S 1.635 0.277 -0.076 -0.0955
P -0.298 0.977 0.265 0.3930
C -1.397 -0.522 0.249 -0.5731
C -2.014 -0.883 -0.897 -0.1275
S -2.311 -0.617 -3.095 -0.1165
H 3.559 0.233 1.400 0.2269
H 2.147 -0.412 2.260 0.2117
H 2.360 1.291 2.119 0.2212
H -0.489 1.549 -1.009 -0.0145
H -1.547 -1.064 1.181 0.2488
H -2.505 -1.792 -0.737 0.1719
H -1.650 0.634 -3.246 0.1519

20
Properties=species:S:1:pos:R:3:nbo_charge:R:1 method="wB97M-V/def2-TZVPD" energy_ha=-461.2733 charge=0 smiles="c1ccccc1.CC(=O)O" de_lowest_ev=1.775 gap_ev=10.44 lumo_energy_ev=0.92
C -1.302 1.412 1.540 -0.2059
C -0.701 0.281 2.189 -0.2452
C -0.852 -1.033 1.637 -0.2383
C -1.442 -1.249 0.390 -0.2421
C -1.972 -0.099 -0.174 -0.1972
C -1.943 1.186 0.365 -0.2365
H -1.395 2.466 1.832 0.2291
H -0.178 0.462 3.116 0.2258
H -0.649 -2.099 2.152 0.2335
H -1.324 -2.210 -0.192 0.2507
H -2.593 -0.381 -1.083 0.2161
H -2.638 1.899 0.016 0.2166
C 2.889 0.040 -2.020 -0.7349
C 1.620 -0.408 -1.198 0.7960
O 1.067 -1.378 -1.647 -0.6004
O 1.204 0.487 -0.319 -0.6615
H 3.140 -0.627 -2.902 0.2359
H 2.720 1.017 -2.513 0.2301
H 3.819 0.182 -1.324 0.2242
H 0.529 0.051 0.135 0.5040

14
Properties=species:S:1:pos:R:3:nbo_charge:R:1 method="wB97M-V/def2-TZVPD" energy_ha=-1044.8693 charge=0 smiles="N[C@H](CS)C(=O)S" de_lowest_ev=0.901 gap_ev=9.91 lumo_energy_ev=0.55
N -2.011 -1.164 0.577 -0.8102
C -0.750 -0.466 0.503 -0.1541
C -1.057 1.011 0.331 -0.5440
S 0.211 2.170 0.775 -0.0046
C 0.143 -1.034 -0.659 0.3809
O -0.389 -1.705 -1.517 -0.5602
S 1.841 -0.665 -0.610 0.0170
H -1.853 -2.175 0.660 0.3712
H -2.489 -1.032 -0.299 0.3658
H -0.121 -0.598 1.365 0.1980
H -1.931 1.197 0.901 0.2401
H -1.349 1.151 -0.702 0.2298
H 0.206 1.884 2.097 0.1226
H 1.870 0.223 0.403 0.1475

4
Properties=species:S:1:pos:R:3:nbo_charge:R:1 method="wB97M-V/def2-TZVPD" energy_ha=-865.8011 charge=+4 gap_ev=15.13 lumo_energy_ev=-21.00
Li 1.702 -0.892 0.234 0.9921
Mg -1.589 -1.069 -0.022 1.9585
Mg 0.018 1.891 -0.201 1.9580
Cl -0.131 0.069 -0.010 -0.9086